Run A
Below is the molecule C4H8O2, with properties calculated with wB97M-V/def2-TZVPD.

## Properties
**SMILES**: C[C@H]1[C@@H](O)[C@H]1O
**2S+1**: 1
**LUMO level**: 0.63 eV

Atoms and positions in Å:
C 1.59764 -0.25631 -0.24199
C 0.43817 -0.23802 0.72196
C -0.74549 0.66847 0.49832
O -0.78660 1.41424 -0.69359
C -0.89159 -0.80314 0.26130
O -1.02954 -1.19729 -1.06677
H 2.10551 -1.22481 -0.19070
H 1.24789 -0.12583 -1.26694
H 2.32779 0.53016 -0.02575
H 0.69442 -0.41512 1.76557
H -1.25360 1.11648 1.34942
H -1.03122 2.32206 -0.49433
H -1.47718 -1.40865 0.95063
H -1.19622 -0.38224 -1.56713

Run B
Below is the molecule C4H8O2, with properties calculated with wB97M-V/def2-TZVPD.

## Properties
**SMILES**: CO[C@@H](C)C=O
**2S+1**: 1
**LUMO level**: 0.86 eV

Atoms and positions in Å:
C -1.15590 1.60404 0.17852
O -0.20516 0.92801 -0.62430
C 0.01305 -0.42533 -0.30166
C 1.26738 -0.94134 -0.99367
C 0.12621 -0.66510 1.19590
O -0.00035 -1.76420 1.67971
H -1.62398 2.37844 -0.43411
H -1.94364 0.93213 0.54850
H -0.68618 2.09532 1.04330
H -0.80105 -1.08759 -0.63914
H 1.12276 -1.02627 -2.07385
H 2.13752 -0.30119 -0.80940
H 1.41669 -1.94962 -0.59927
H 0.33263 0.22270 1.82947

Of them, the most stable is run B and the least stable is run A.

Run A
Below is a cluster of 2 separate species, C4H8O2 in total, with properties calculated with wB97M-V/def2-TZVPD.

## Properties
**SMILES**: OC1=C[C@@H](O)C1.[H][H]
**2S+1**: 1
**LUMO level**: 0.79 eV

Atoms and positions in Å:
O 1.01721 -1.56256 1.52123
C 0.54828 -0.80534 0.51340
C 1.10357 0.14854 -0.24233
C -0.20948 0.42019 -0.95018
O -0.29956 0.13045 -2.32940
C -0.82834 -0.72059 -0.09595
H 0.32124 -2.16728 1.80658
H -0.56281 2.09687 2.04291
H 2.09046 0.59227 -0.30400
H -0.02458 1.71387 1.69788
H -0.65279 1.40332 -0.73084
H 0.27089 0.75343 -2.79595
H -1.12991 -1.57548 -0.70928
H -1.64419 -0.42770 0.57593

Run B
Below is a structure of composition C4H8O2, with properties calculated with wB97M-V/def2-TZVPD.

## Properties
**2S+1**: 1
**LUMO level**: 0.82 eV

Atoms and positions in Å:
O 0.01011 -1.74862 1.49894
C -0.68012 -0.60655 1.12115
C 0.26502 0.58125 0.14606
C 0.96394 -0.26418 -0.86769
O -0.09626 -0.02794 -1.81839
C -0.59513 1.05849 -1.02120
H 0.34846 -1.69464 2.39849
H -0.57518 0.35297 1.56078
H -1.45026 -0.89681 0.41681
H 0.84341 1.37332 0.68263
H 1.92945 0.11376 -1.21269
H 1.04627 -1.31268 -0.55878
H -0.32232 2.03669 -1.45574
H -1.68737 1.03494 -0.89040

Of them, the most stable is run A and the least stable is run B.

Run A
Below is the molecule C4H8O2, with properties calculated with wB97M-V/def2-TZVPD.

## Properties
**SMILES**: COCCC=O
**2S+1**: 1
**LUMO level**: 1.02 eV

Atoms and positions in Å:
C 1.41375 0.97204 -0.02212
O 0.88537 -0.24796 -0.57617
C 0.21625 -1.13798 0.32173
C -1.23050 -0.60396 0.39745
C -1.20220 0.38624 -0.76450
O -1.05778 1.57934 -0.62665
H 1.55304 1.68304 -0.84714
H 2.36695 0.69029 0.40954
H 0.81521 1.51810 0.72852
H 0.74359 -1.18134 1.28315
H 0.24866 -2.15043 -0.10907
H -1.43908 -0.06824 1.32658
H -2.00317 -1.37022 0.24596
H -1.31008 -0.06891 -1.76727

Run B
Below is the molecule C4H8O2, with properties calculated with wB97M-V/def2-TZVPD.

## Properties
**SMILES**: OCC[C@H]1CO1
**2S+1**: 1
**LUMO level**: 1.01 eV

Atoms and positions in Å:
O 1.21479 1.34162 0.61479
C 1.10624 -0.25128 0.55795
C 0.36862 -1.01186 -0.58236
C -1.00595 -0.40635 -0.69471
C -1.23472 0.69520 0.28162
O -1.01608 0.93378 -1.13092
H 1.00756 1.76245 -0.24679
H 2.16148 -0.41078 0.54970
H 0.66096 -0.60552 1.51138
H 0.91992 -0.98126 -1.52887
H 0.27513 -2.09100 -0.33195
H -1.81539 -1.00854 -1.14144
H -0.31565 1.21380 0.83117
H -2.25670 0.85300 0.61159

Of them, the most stable is run A and the least stable is run B.

Run A
Below is the molecule C4H8O2, with properties calculated with wB97M-V/def2-TZVPD.

## Properties
**SMILES**: C[C@@]1(O)C[C@H]1O
**2S+1**: 1
**LUMO level**: 0.85 eV

Atoms and positions in Å:
C -1.03227 0.23416 -0.96169
C -0.09611 0.48674 0.18890
O 0.19681 1.81671 0.53527
C -0.00533 -0.55752 1.27489
C 1.07880 -0.44207 0.24395
O 1.15995 -1.49035 -0.67174
H -2.09104 0.38720 -0.73510
H -0.91599 -0.81100 -1.23196
H -0.74723 0.84377 -1.82519
H -0.63190 2.30074 0.64331
H 0.22908 -0.20555 2.27298
H -0.67419 -1.41466 1.22456
H 2.02979 -0.00838 0.54677
H 1.49964 -1.13981 -1.50497

Run B
Below is a cluster of 2 separate species, C4H8O2 in total, with properties calculated with wB97M-V/def2-TZVPD.

## Properties
**SMILES**: C=CC(=C)O.O
**2S+1**: 1
**LUMO level**: 0.47 eV

Atoms and positions in Å:
C 0.61203 -0.08924 2.37131
C 0.20352 -0.15831 1.11170
O 0.72377 -0.92072 0.14921
C -1.00926 0.50999 0.62308
C -1.21706 0.95813 -0.58892
H 1.46800 -0.45632 2.78982
H 0.05216 0.68638 2.89752
H 1.68440 -1.25386 0.23992
H -1.82607 0.66470 1.29042
H -0.32452 0.75224 -1.30908
H -1.95441 1.49582 -0.99241
H 1.13818 0.29758 -2.71067
H 0.52506 -1.01723 -3.04635
O 0.23896 -0.14088 -2.68198

Of them, the most stable is run A and the least stable is run B.